No. 1
DFT (ωB97M-V/def2-TZVPD) results for a 2-piece molecular cluster, C18H32F3INO6 overall.

Geometry as XYZ:
```
61
C18H32F3INO6 ωB97M-V/def2-TZVPD
C 4.35 0.64 2.52
C 4.34 0.58 0.86
C 3.46 -0.72 0.38
O 2.00 -0.50 0.34
C 1.36 -1.84 0.11
C 0.17 -2.16 1.23
O 0.25 -1.09 2.24
C -1.18 -2.09 0.26
O -1.46 -0.86 -0.49
C -2.78 -0.39 -0.03
C -3.31 0.96 -0.86
C -3.47 2.23 0.19
N -1.07 -3.42 -0.46
C -0.11 -4.41 0.23
O 0.50 -5.50 -0.25
C -0.02 -3.72 1.75
C 1.17 -4.43 2.62
C 0.92 -4.48 4.24
C 1.31 -3.09 5.03
I -1.09 -5.09 4.86
H 4.64 -0.44 2.89
H 5.16 1.39 2.94
H 3.26 0.92 2.84
H 5.47 0.41 0.53
H 3.96 1.61 0.45
H 3.64 -1.58 1.19
H 3.78 -1.10 -0.68
H 2.16 -2.72 0.08
H 0.93 -1.77 -1.00
H 1.05 -1.32 2.82
H -2.06 -2.11 1.04
H -2.68 -0.02 1.10
H -3.64 -1.18 -0.14
H -4.41 0.74 -1.26
H -2.59 1.22 -1.78
H -4.15 3.10 -0.25
H -2.41 2.64 0.47
H -4.00 1.90 1.21
H -2.01 -3.86 -0.58
H -1.14 -3.79 2.08
H 1.28 -5.55 2.24
H 2.21 -3.92 2.37
H 1.67 -5.31 4.66
H 2.46 -2.87 4.85
H 0.61 -2.19 4.78
H 1.18 -3.31 6.20
C -0.69 3.96 -5.77
C 0.08 4.07 -4.47
O -0.33 5.17 -3.66
C -1.54 5.05 -2.87
O -1.51 3.95 -2.13
C -2.87 5.22 -3.70
F -2.71 6.15 -4.69
F -3.89 5.68 -2.93
F -3.32 4.09 -4.31
H -0.86 4.94 -6.22
H -0.14 3.33 -6.49
H -1.66 3.48 -5.62
H 1.13 4.28 -4.73
H 0.09 3.12 -3.92
H -1.51 6.01 -2.32
```

## Properties
**Highest occupied orbital energy**: -3.62 eV
**Molar mass**: 542.35 g/mol
**2S+1**: 1
**Total charge**: -1
**Kohn-Sham gap**: 5.13 eV
**Electronic energy**: -1808.27117 hartree

***

No. 2
DFT (ωB97M-V/def2-TZVPD) results for C18H32HfO3S as an isolated structure.

Geometry as XYZ:
```
55
C18H32HfO3S ωB97M-V/def2-TZVPD
Hf 0.92 1.17 -0.84
C 1.81 0.71 1.75
C 2.26 1.57 0.65
C 1.45 2.78 0.75
C 0.62 2.57 1.87
C 0.89 1.35 2.52
C 0.32 0.83 3.82
C -0.13 2.02 4.67
C 1.41 0.05 4.56
C -0.88 -0.11 3.59
C 1.48 4.06 -0.10
C 0.33 4.98 0.33
C 1.27 3.79 -1.61
C 2.81 4.80 0.10
C 3.58 1.06 -0.04
C 4.81 1.44 0.79
C 3.81 1.46 -1.51
C 3.43 -0.47 -0.13
H 2.19 -0.27 1.96
H -0.13 3.29 2.17
H 0.67 2.76 4.78
H -0.41 1.69 5.67
H -1.00 2.52 4.23
H 2.32 0.64 4.69
H 1.67 -0.88 4.05
H 1.06 -0.22 5.55
H -1.69 0.39 3.09
H -1.26 -0.48 4.54
H -0.58 -0.99 3.00
H -0.64 4.49 0.27
H 0.30 5.86 -0.32
H 0.48 5.33 1.35
H 0.24 3.47 -1.85
H 2.03 3.17 -2.09
H 1.32 4.70 -2.20
H 2.99 4.96 1.16
H 2.78 5.77 -0.39
H 3.67 4.26 -0.31
H 4.95 2.52 0.83
H 5.71 1.00 0.36
H 4.71 1.08 1.81
H 3.98 2.52 -1.68
H 3.00 1.13 -2.21
H 4.67 0.91 -1.89
H 3.50 -0.98 0.82
H 4.16 -0.90 -0.81
H 2.43 -0.77 -0.56
C -2.88 0.07 -1.31
S -1.76 1.00 -0.33
O -1.00 1.95 -1.23
O -2.42 1.56 0.78
O -0.55 0.07 -0.03
H -3.79 0.66 -1.36
H -3.06 -0.87 -0.79
H -2.46 -0.10 -2.30
```

## Properties
**Highest occupied orbital energy**: -15.44 eV
**Molar mass**: 507.01 g/mol
**2S+1**: 1
**Total charge**: +2
**Kohn-Sham gap**: 7.00 eV
**Electronic energy**: -1376.38061 hartree

***

No. 3
DFT (ωB97M-V/def2-TZVPD) results for C18H32MoNO5P2S as an isolated structure.

Geometry as XYZ:
```
60
C18H32MoNO5P2S ωB97M-V/def2-TZVPD
C -0.83 3.93 -1.66
C -1.05 2.61 -1.15
N -0.11 2.07 -0.29
C 0.74 2.89 0.35
C 0.78 4.25 0.07
C 0.03 4.77 -1.00
C -2.17 1.82 -1.50
P -2.36 0.15 -0.85
Mo 0.10 -0.09 0.04
P 2.12 0.56 1.22
C 1.56 2.26 1.48
C 0.13 -2.30 0.08
C -0.94 -2.88 0.76
C -0.95 -4.25 1.02
C 0.10 -5.08 0.64
C 1.18 -4.50 -0.06
C 1.16 -3.13 -0.38
O -0.78 1.58 -6.34
O -0.04 -2.64 -4.45
H -1.39 4.23 -2.54
H 1.46 4.87 0.68
H 0.09 5.83 -1.23
C -3.76 0.41 0.29
C -2.95 -1.16 -2.02
H 2.47 2.83 1.70
H 0.95 2.19 2.37
H -1.38 1.01 -5.82
H -2.91 2.27 -2.18
C 2.42 -0.26 2.76
C 3.64 0.57 0.23
H -1.76 -2.25 1.13
H -1.80 -4.65 1.60
H 0.09 -6.14 0.87
H 2.00 -5.14 -0.38
H 1.94 -2.66 -0.99
H 1.68 -0.66 -0.36
H 0.30 -3.53 -4.67
H 0.54 -2.10 -5.00
H 0.07 1.49 -5.80
H 1.63 0.22 -0.73
H -4.54 0.95 -0.27
H -4.18 -0.50 0.74
H -3.35 1.05 1.09
H -3.78 -0.84 -2.66
H -2.10 -1.49 -2.65
H -3.29 -2.04 -1.46
H 4.39 1.07 0.85
H 3.96 -0.46 -0.02
H 3.49 1.12 -0.72
H 3.47 -0.11 2.98
H 1.76 0.18 3.50
H 2.20 -1.32 2.66
C -2.81 -0.32 4.04
S -1.16 0.13 3.49
O -0.37 0.87 4.48
O -0.56 -1.18 3.17
O -1.55 0.99 2.34
H -2.66 -0.82 5.00
H -3.33 -0.97 3.32
H -3.36 0.61 4.11
```

## Properties
**ΔE to the lowest compared entry with this formula, charge and spin**: 1.804 eV
**Highest occupied orbital energy (spin up / spin down)**: -11.48 / -11.49 eV
**Molar mass**: 532.41 g/mol
**2S+1**: 3
**Total charge**: +1
**Kohn-Sham gap (spin up / spin down)**: 6.79 / 6.12 eV
**Expectation value of S²**: 2.060
**Electronic energy**: -2284.74028 hartree

***

No. 4
DFT (ωB97M-V/def2-TZVPD) results for C18H32NO2P2Tl as an isolated structure.

Geometry as XYZ:
```
56
C18H32NO2P2Tl ωB97M-V/def2-TZVPD
C 4.01 -0.64 -1.43
C 2.84 -0.10 -0.84
N 1.93 -1.00 -0.33
C 2.29 -2.23 -0.06
C 3.59 -2.69 -0.33
C 4.44 -1.92 -1.10
C 2.65 1.28 -0.67
P 1.03 1.91 -0.24
Tl -1.17 0.54 -0.39
P -0.38 -2.36 0.65
C 1.29 -3.09 0.72
O 3.05 0.76 -4.34
O -0.41 2.85 -5.05
H 4.59 0.01 -2.09
H 3.85 -3.67 0.00
H 5.45 -2.26 -1.38
C 1.57 2.09 1.50
C 0.89 3.61 -0.89
H 1.23 -4.14 0.38
H 1.51 -3.03 1.81
H 2.69 0.74 -3.44
H 3.44 1.93 -1.10
C -1.41 -3.28 1.76
C -0.97 -2.66 -1.01
H -2.33 0.66 -2.30
H -1.27 2.31 -4.91
H 0.21 2.60 -4.30
H 2.30 0.27 -4.78
H -0.26 -1.06 1.21
H -2.29 0.19 -2.92
H 2.49 2.69 1.39
H 0.85 2.54 2.21
H 1.86 1.08 1.80
H 1.88 3.99 -1.18
H 0.27 3.64 -1.80
H 0.42 4.29 -0.16
H -1.32 -3.70 -1.05
H -1.81 -2.02 -1.31
H -0.18 -2.54 -1.77
H -1.48 -4.31 1.42
H -0.92 -3.26 2.74
H -2.41 -2.85 1.84
C -1.92 1.53 1.86
C -3.34 1.43 1.95
C -4.10 2.52 2.42
C -5.46 2.36 2.67
C -6.13 1.18 2.34
C -5.39 0.12 1.79
C -4.03 0.23 1.60
H -1.47 2.53 1.77
H -1.37 0.70 2.32
H -3.56 3.44 2.67
H -6.01 3.19 3.11
H -7.20 1.06 2.54
H -5.92 -0.80 1.51
H -3.47 -0.60 1.17
```

## Properties
**ΔE to the lowest compared entry with this formula, charge and spin**: 0.204 eV
**Highest occupied orbital energy**: -5.95 eV
**Molar mass**: 560.79 g/mol
**2S+1**: 1
**Kohn-Sham gap**: 5.86 eV
**Electronic energy**: -1765.27274 hartree

***

No. 5
DFT (ωB97M-V/def2-TZVPD) results for C18H33AgAsN3O2Si2 as an isolated structure.

Geometry as XYZ:
```
60
C18H33AgAsN3O2Si2 ωB97M-V/def2-TZVPD
Ag -1.33 0.12 1.19
O -2.65 -2.04 1.81
C -1.89 -1.57 2.68
O -2.02 -0.53 3.38
C -0.60 -2.34 2.92
C -0.63 -3.58 3.60
C 0.53 -4.25 3.81
C 1.75 -3.69 3.35
C 3.00 -4.32 3.54
C 4.15 -3.74 3.10
C 4.09 -2.48 2.45
C 2.89 -1.86 2.25
C 1.68 -2.45 2.68
N 0.51 -1.79 2.46
H -1.59 -3.97 3.92
H 0.54 -5.21 4.32
H 3.03 -5.28 4.05
H 5.11 -4.22 3.25
H 5.01 -2.01 2.12
H 2.82 -0.89 1.77
N 5.17 1.54 -0.77
C 4.05 0.83 -0.02
C 2.71 1.24 -0.64
N 1.57 0.68 -0.01
H 6.09 1.30 -0.41
H 5.04 2.55 -0.70
H 5.13 1.29 -1.76
H 4.12 1.13 1.02
H 4.23 -0.24 -0.10
H 2.72 0.95 -1.70
H 2.64 2.34 -0.61
H 1.38 0.99 0.93
H 1.45 -0.32 -0.10
C -1.00 1.21 -3.61
Si -1.15 2.52 -2.25
C -2.13 3.96 -2.99
C 0.61 3.24 -2.07
As -2.13 2.02 -0.21
Si -3.88 0.66 -0.98
C -3.32 -1.03 -1.60
C -5.05 0.40 0.46
C -4.87 1.44 -2.40
H -0.47 1.61 -4.48
H -2.00 0.89 -3.93
H -0.48 0.32 -3.26
H -1.74 4.28 -3.95
H -2.10 4.81 -2.30
H -3.18 3.69 -3.12
H 0.73 4.10 -2.73
H 1.38 2.50 -2.35
H 0.79 3.57 -1.05
H -2.83 -1.57 -0.78
H -2.62 -0.94 -2.43
H -4.17 -1.63 -1.93
H -4.58 -0.25 1.20
H -5.98 -0.07 0.13
H -5.29 1.35 0.94
H -4.28 1.50 -3.31
H -5.21 2.44 -2.14
H -5.75 0.82 -2.61
```

## Properties
**ΔE to the lowest compared entry with this formula, charge and spin**: 0.000 eV
**Highest occupied orbital energy**: -6.06 eV
**Molar mass**: 562.44 g/mol
**2S+1**: 1
**Kohn-Sham gap**: 4.10 eV
**Electronic energy**: -3982.14605 hartree

***

No. 6
DFT (ωB97M-V/def2-TZVPD) results for C18H33AuOPTe4 as an isolated structure.

Geometry as XYZ:
```
58
C18H33AuOPTe4 ωB97M-V/def2-TZVPD
Au -2.82 -0.08 -2.95
Te -3.69 -2.52 -2.43
Te -6.21 -1.58 -2.95
Te -6.32 1.18 -3.12
Te -3.86 2.34 -2.82
O -0.20 -0.15 -2.08
P 0.54 -0.17 -0.79
C 1.46 -1.79 -0.70
C 2.36 -2.01 0.52
C 1.69 -2.79 1.64
C 1.17 -4.13 1.11
C 0.11 -3.89 0.04
C 0.64 -3.02 -1.11
C -0.49 0.18 0.71
C -1.48 -0.98 0.93
C -2.80 -0.50 1.56
C -2.54 0.69 2.49
C -2.05 1.90 1.67
C -1.29 1.44 0.42
C 1.99 1.02 -0.86
C 2.47 1.70 0.44
C 1.83 3.06 0.73
C 1.91 3.98 -0.48
C 1.22 3.33 -1.68
C 1.88 2.00 -2.04
H 2.11 -1.59 -1.56
H 2.72 -1.05 0.90
H 3.24 -2.58 0.19
H 0.86 -2.22 2.05
H 2.41 -2.95 2.45
H 0.75 -4.72 1.93
H 2.01 -4.70 0.69
H -0.76 -3.42 0.50
H -0.23 -4.84 -0.37
H -0.19 -2.71 -1.74
H 1.29 -3.65 -1.73
H 0.15 0.33 1.58
H -1.03 -1.73 1.58
H -1.71 -1.44 -0.03
H -3.25 -1.32 2.11
H -3.50 -0.20 0.77
H -1.78 0.41 3.23
H -3.45 0.95 3.03
H -1.40 2.53 2.29
H -2.90 2.51 1.35
H -0.67 2.25 0.04
H -1.99 1.21 -0.38
H 2.78 0.32 -1.14
H 3.55 1.85 0.35
H 2.30 1.04 1.29
H 2.35 3.51 1.58
H 0.79 2.94 1.02
H 2.96 4.18 -0.73
H 1.43 4.94 -0.26
H 1.27 4.00 -2.55
H 0.16 3.17 -1.46
H 2.90 2.21 -2.40
H 1.33 1.52 -2.85
```

## Properties
**ΔE to the lowest compared entry with this formula, charge and spin**: 0.000 eV
**Highest occupied orbital energy**: -3.04 eV
**Molar mass**: 1003.80 g/mol
**2S+1**: 1
**Total charge**: -1
**Kohn-Sham gap**: 5.41 eV
**Electronic energy**: -2330.22378 hartree

***

No. 7
DFT (ωB97M-V/def2-TZVPD) results for C18H33BN6ORhSeSi as an isolated structure.

Geometry as XYZ:
```
62
C18H33BN6ORhSeSi ωB97M-V/def2-TZVPD
Rh 0.29 0.04 -0.10
C -0.55 -0.56 -3.62
C -1.40 -1.04 -2.49
C -2.58 -1.76 -2.61
C -3.08 -1.92 -1.33
C -4.34 -2.58 -0.88
N -2.22 -1.32 -0.49
N -1.18 -0.81 -1.19
B -2.34 -1.07 1.03
N -2.27 0.46 1.28
N -1.21 1.15 0.81
C -1.40 2.44 1.07
C -0.46 3.51 0.63
C -2.61 2.58 1.76
C -3.14 1.30 1.87
C -4.41 0.85 2.50
N -1.11 -1.72 1.71
N 0.14 -1.30 1.36
C 1.03 -1.99 2.10
C 2.51 -1.85 2.04
C 0.32 -2.85 2.94
C -1.02 -2.66 2.66
C -2.21 -3.31 3.26
H -1.12 -0.66 -4.54
H 0.36 -1.14 -3.71
H -0.27 0.48 -3.49
H -3.04 -2.09 -3.53
H -4.85 -3.01 -1.73
H -5.01 -1.87 -0.40
H -4.14 -3.38 -0.16
H -3.35 -1.51 1.46
H 0.34 3.11 0.01
H -0.02 4.02 1.48
H -1.00 4.25 0.04
H -3.06 3.49 2.11
H -4.93 1.71 2.92
H -4.24 0.13 3.29
H -5.07 0.38 1.76
H 2.83 -1.17 1.25
H 2.97 -2.82 1.83
H 2.90 -1.51 3.00
H 0.74 -3.53 3.66
H -1.89 -4.04 4.00
H -2.82 -3.81 2.51
H -2.85 -2.58 3.76
C 3.52 -3.60 -0.60
Si 3.00 -2.65 -2.11
C 1.69 -3.57 -3.07
C 4.43 -2.08 -3.16
Se 2.17 -0.59 -1.40
H 4.06 -4.51 -0.88
H 2.64 -3.91 -0.03
H 4.17 -3.01 0.05
H 2.07 -4.52 -3.45
H 1.33 -3.00 -3.92
H 0.84 -3.79 -2.42
H 4.97 -2.95 -3.56
H 5.13 -1.48 -2.58
H 4.08 -1.48 -4.00
O 1.71 1.18 1.04
H 1.41 1.31 1.95
H 2.62 0.83 1.07
```

## Properties
**ΔE to the lowest compared entry with this formula, charge and spin**: 0.336 eV
**Highest occupied orbital energy (spin up / spin down)**: -10.96 / -10.97 eV
**Molar mass**: 570.27 g/mol
**2S+1**: 1
**Total charge**: +1
**Kohn-Sham gap (spin up / spin down)**: 6.85 / 6.85 eV
**Electronic energy**: -3935.77193 hartree

***

No. 8
DFT (ωB97M-V/def2-TZVPD) results for C18H33Br2O3P as an isolated structure.

Geometry as XYZ:
```
57
C18H33Br2O3P ωB97M-V/def2-TZVPD
C 4.09 -3.07 2.06
C 3.86 -3.66 0.66
C 4.56 -2.88 -0.45
C 3.76 -1.65 -0.89
C 4.16 -0.35 -0.19
C 2.98 0.61 -0.15
C 3.37 2.06 0.10
C 2.17 2.95 0.37
C 1.10 2.95 -0.70
C -0.27 3.43 -0.19
C -1.40 2.69 -0.90
C -2.76 2.95 -0.26
C -3.39 1.73 0.40
Br -5.04 2.43 1.21
O -2.47 1.24 1.35
C -2.06 0.00 1.00
O -1.41 -0.77 1.70
O -2.46 -0.24 -0.28
C -3.67 0.48 -0.48
Br -3.84 0.95 -2.37
P -5.26 -0.44 -0.13
C -5.18 -0.94 1.66
C -5.16 -2.07 -1.02
C -3.81 -2.48 -1.62
H 5.02 -2.51 2.06
H 3.29 -2.39 2.34
H 4.12 -3.86 2.79
H 2.79 -3.68 0.46
H 4.17 -4.70 0.63
H 5.57 -2.63 -0.16
H 4.61 -3.55 -1.30
H 2.72 -1.83 -0.62
H 3.78 -1.51 -1.96
H 4.51 -0.56 0.81
H 4.99 0.10 -0.73
H 2.51 0.54 -1.12
H 2.30 0.26 0.62
H 4.00 2.44 -0.70
H 3.98 2.06 1.00
H 1.74 2.72 1.34
H 2.53 3.97 0.46
H 1.43 3.58 -1.52
H 0.95 1.97 -1.13
H -0.36 4.49 -0.37
H -0.34 3.18 0.87
H -1.44 3.09 -1.91
H -1.16 1.64 -1.01
H -2.64 3.67 0.54
H -3.47 3.39 -0.94
H -5.96 -0.37 2.14
H -5.40 -1.99 1.76
H -4.26 -0.67 2.15
H -5.93 -2.10 -1.77
H -5.41 -2.82 -0.29
H -3.57 -1.89 -2.49
H -3.89 -3.51 -1.96
H -3.01 -2.44 -0.90
```

## Properties
**Highest occupied orbital energy**: -8.60 eV
**Molar mass**: 488.24 g/mol
**2S+1**: 1
**Kohn-Sham gap**: 8.99 eV
**Electronic energy**: -6420.74439 hartree

***

- 2S+1 of number 2 (C18H32HfO3S)?
  1

***

- What is the formula in the seventh record?
  C18H33BN6ORhSeSi

***

- The lowest electronic energy belongs to which entry?
  C18H33Br2O3P